C10H33BO5Pt | the ωB97M-V functional and the def2-TZVPD basis

The geometry in XYZ format:
```
50
Properties=species:S:1:pos:R:3:forces:R:3
Pt 0.168 -0.187 0.262 -0.201 2.155 0.056
B 0.523 -1.887 1.791 -0.715 -0.446 0.131
H -0.386 -1.371 2.059 -3.560 1.214 2.145
H 0.314 -2.352 0.840 -0.815 -2.501 -3.629
H 1.293 -1.145 1.644 3.499 2.725 -0.160
H 0.893 -2.665 2.441 1.366 -2.516 2.553
C -2.704 2.692 -0.637 0.084 -0.984 0.683
C -1.298 2.522 -1.306 0.690 0.218 -0.421
O -0.336 1.516 -1.087 -0.552 -0.987 0.733
H -3.557 2.165 -1.064 0.213 -0.300 -0.753
H -3.042 3.726 -0.570 0.411 0.238 -0.182
H -2.749 2.312 0.383 0.489 0.075 0.215
H -0.751 3.453 -1.153 -0.159 0.551 0.472
H -1.439 2.541 -2.387 -0.537 -0.065 -0.445
C 4.171 -0.473 0.568 -0.667 -1.305 -0.201
C 3.437 0.827 0.870 2.016 -0.670 0.152
O 2.170 0.814 0.301 -0.654 0.384 -0.780
H 3.560 -1.319 0.883 -0.315 0.084 0.582
H 5.143 -0.677 1.018 0.025 0.739 0.196
H 4.254 -0.753 -0.482 0.180 0.817 -0.423
H 3.918 1.687 0.404 0.561 0.058 0.268
H 3.354 0.994 1.944 0.167 -0.053 0.211
H 1.877 1.708 0.492 -0.888 0.516 -0.376
C -2.560 -2.814 -1.139 -1.622 0.780 1.190
C -2.357 -1.277 -1.143 0.858 -1.403 0.067
O -2.006 -0.838 0.204 -0.785 -0.496 -1.801
H -1.942 -3.321 -0.398 0.722 0.092 -0.555
H -2.651 -3.296 -2.113 0.471 0.146 -0.020
H -3.537 -2.936 -0.671 -0.447 -0.323 -0.078
H -3.223 -0.740 -1.531 0.035 0.027 0.103
H -1.508 -1.115 -1.806 0.008 0.822 0.359
H -2.806 -0.744 0.726 -0.012 0.044 0.203
C -1.967 2.733 2.822 -0.567 -2.134 0.413
C -1.529 1.218 2.768 -0.581 1.137 -0.694
O -0.196 1.165 2.298 -0.547 -0.125 -0.397
H -3.049 2.754 2.692 -0.283 0.132 0.553
H -1.622 3.321 1.971 0.720 -0.140 0.462
H -1.667 3.010 3.833 -0.049 1.003 -0.360
H -2.197 0.642 2.129 0.340 0.152 -0.483
H -1.602 0.675 3.710 -0.004 0.451 0.391
H 0.340 1.320 3.079 0.934 -0.075 0.135
C 2.627 -1.860 -3.220 0.015 0.031 0.383
C 1.573 -0.967 -2.566 -0.312 -0.499 -0.961
O 1.015 -1.522 -1.368 1.004 -0.214 -0.758
H 2.250 -2.737 -3.746 -0.443 -0.099 0.244
H 3.307 -2.212 -2.444 0.366 0.122 -0.204
H 3.126 -1.288 -4.002 0.329 0.115 0.227
H 0.720 -0.962 -3.245 0.086 1.006 -0.359
H 1.996 0.016 -2.359 -0.449 -0.063 0.162
H 0.653 -2.350 -1.693 -0.426 -0.436 0.753
```
Positions in Å, forces in eV/Å.

Highest occupied orbital energy (alpha / beta): 0.69 / -4.69 eV
DFT total energy: -920.79137 a.u.
Frontier orbital gap (alpha / beta): 1.7329 / 7.3001 eV
Expectation value of S²: 3.754
Total charge: -1
2S+1: 4